1.
Below is one molecule with the formula C12H15N3, with properties calculated with wB97M-V/def2-TZVPD.

Energy relative to the best compared isomer or geometry (same formula, charge and spin), eV: 0.102
Gap between HOMO and LUMO, eV: 9.326
SMILES: N#CC[C@H](C#N)CCCCn1cccc1

```
! wB97M-V def2-TZVPD RIJCOSX def2/J DEFGRID3
* xyz 0 1
N -2.5750 1.0092 4.0652
C -1.8691 0.5040 3.3137
C -0.9626 -0.1379 2.3644
C -0.6685 0.7058 1.0976
C -0.3038 2.0787 1.4661
N -0.0570 3.1568 1.7644
C -1.8844 0.7437 0.1540
C -1.6073 1.2180 -1.2889
C -0.1828 0.9696 -1.7784
C 0.1028 -0.5282 -1.9736
N 1.2162 -1.0157 -1.1759
C 2.3922 -0.3678 -0.9014
C 3.1562 -1.1798 -0.1125
C 2.4239 -2.3686 0.1023
C 1.2392 -2.2360 -0.5655
H -1.4040 -1.0829 2.0481
H -0.0319 -0.3814 2.8754
H 0.1971 0.2379 0.6310
H -2.6144 1.4226 0.5961
H -2.3490 -0.2420 0.1616
H -1.8423 2.2747 -1.3984
H -2.2846 0.6673 -1.9435
H 0.5426 1.3904 -1.0860
H -0.0381 1.4977 -2.7203
H 0.2750 -0.7466 -3.0281
H -0.7681 -1.1077 -1.6696
H 2.5842 0.6106 -1.3040
H 4.1350 -0.9282 0.2569
H 2.7421 -3.2146 0.6856
H 0.4364 -2.9497 -0.6361
*
```

2.
Below is C26H58CeP4Se as an isolated structure at a distorted geometry, with properties calculated with wB97M-V/def2-TZVPD.

Gap between HOMO and LUMO (spin up / spin down), eV: 4.142 / 2.627

```
! wB97M-V def2-TZVPD RIJCOSX def2/J DEFGRID3
* xyz 4 1
Ce -0.1362 -0.0968 -0.0463
P 0.9587 -0.8265 2.7774
P 1.3391 -2.7060 -0.3381
P -2.0029 1.2620 1.7103
H -5.6789 -3.5386 -5.1935
C -6.0081 -2.4936 -5.2657
C -5.4003 -1.5997 -6.0568
H -4.6291 -1.8877 -6.7777
C 0.1572 -2.1074 3.8248
C 2.6908 -1.3999 2.9512
C 1.0076 0.5127 4.0328
C 0.6251 -3.2347 -1.9450
C 3.1359 -2.8839 -0.6483
C 1.0517 -4.1978 0.6913
C -3.3124 1.5041 0.4423
C -1.7704 2.9538 2.3436
C -2.9640 0.5157 3.0761
H -6.9366 -2.2291 -4.7468
H -5.7946 -0.5813 -6.1189
H 0.7133 -2.1988 4.7691
H 0.1491 -3.0682 3.3026
H -0.8760 -1.8118 4.0295
H 2.9530 -1.4034 4.0186
H 3.3599 -0.7166 2.4169
H 2.8088 -2.4054 2.5417
H 1.5178 0.1351 4.9324
H -0.0093 0.8290 4.2889
H 1.5624 1.3721 3.6359
H 1.2357 -4.0383 -2.3714
H 0.6049 -2.3964 -2.6548
H -0.4026 -3.5845 -1.8094
H 3.4373 -3.9401 -0.6738
H 3.7015 -2.3740 0.1476
H 3.3967 -2.4143 -1.6046
H 1.6096 -5.0515 0.2803
H -0.0209 -4.4297 0.7070
H 1.3812 -4.0273 1.7257
H -4.0405 2.2372 0.8054
H -3.7980 0.5450 0.2254
H -2.8744 1.8716 -0.4958
H -2.7461 3.4413 2.4605
H -1.1508 3.5212 1.6377
H -1.2515 2.9238 3.3130
H -3.7207 1.2331 3.4233
H -2.2986 0.2565 3.9121
H -3.4479 -0.4041 2.7223
C -3.3210 -2.5115 -0.6430
C -3.1110 -2.1664 -1.9975
C -4.1515 -2.2954 -2.9100
C -5.3375 -2.9374 -2.5242
C -5.5332 -3.3630 -1.2071
C -4.5280 -3.1463 -0.2727
Se -2.0402 -2.1426 0.6940
H -1.5160 0.0502 -1.2247
H -2.1565 -1.7485 -2.3394
H -4.0191 -1.9086 -3.9348
H -6.1267 -3.1328 -3.2379
H -6.4852 -3.8414 -0.9757
H -4.6460 -3.4567 0.7577
C 1.9223 3.9576 2.1643
C 2.0137 3.8250 0.6373
C 3.1872 4.6521 0.0832
P 1.9230 2.0440 0.1303
C 1.2119 1.9869 -1.6148
C 1.5243 3.2493 -2.4295
C 1.5902 0.7281 -2.4266
C 3.6772 1.4229 0.1498
C 4.5826 1.8886 -0.9888
C 4.3454 1.6338 1.5302
H 2.8287 3.6097 2.6805
H 1.0621 3.4102 2.5602
H 1.7884 5.0169 2.4346
H 1.0774 4.2524 0.2364
H 4.1379 4.3732 0.5522
H 3.2953 4.5974 -1.0018
H 3.0103 5.7112 0.3256
H 0.1009 1.9780 -1.4832
H 2.5998 3.3379 -2.6431
H 0.9963 3.1779 -3.3955
H 1.1805 4.1563 -1.9274
H 1.7808 -0.1780 -1.8044
H 0.8006 0.4885 -3.1564
H 2.5020 0.9073 -3.0061
H 3.5725 0.3268 0.0101
H 4.7680 2.9681 -1.0069
H 5.5617 1.4032 -0.8576
H 4.2053 1.5841 -1.9737
H 3.6773 1.3746 2.3667
H 5.2318 0.9786 1.6029
H 4.6907 2.6708 1.6678
*
```

3.
Below is a 2-piece molecular cluster, C30H30N3 overall at a distorted geometry, with properties calculated with wB97M-V/def2-TZVPD.

Gap between HOMO and LUMO, eV: 5.343

```
! wB97M-V def2-TZVPD RIJCOSX def2/J DEFGRID3
* xyz 1 1
C 3.3560 3.1788 -4.2179
N 4.0087 2.5879 -3.0595
C 5.3504 3.0943 -2.8053
C 3.2174 2.1059 -2.0066
C 2.6046 0.8288 -2.1039
C 1.9512 0.3054 -1.0042
C 1.8426 1.0401 0.1913
C 1.4203 0.4011 1.4067
C 0.7905 1.0759 2.5121
C 0.9362 0.2504 3.6781
C 0.6618 0.7788 4.9347
C 0.2960 2.1313 5.0420
C 0.0650 2.9084 3.8939
C 0.2505 2.3601 2.6175
C 1.6374 -0.9684 3.2834
C 1.9278 -0.8757 1.8758
C 2.7484 -1.8258 1.2667
C 3.3882 -2.7850 2.0672
C 3.1247 -2.8530 3.4505
C 2.2072 -1.9751 4.0457
C 2.2854 2.3827 0.2028
C 3.0350 2.8805 -0.8414
H 2.3374 2.7757 -4.2898
H 3.3022 4.2789 -4.1234
H 3.9098 2.9427 -5.1379
H 5.8169 2.5408 -1.9795
H 5.9674 2.9598 -3.7054
H 5.3451 4.1682 -2.5545
H 2.7358 0.2447 -3.0145
H 1.5236 -0.6915 -1.0359
H 0.7781 0.1366 5.8017
H 0.2020 2.5885 6.0293
H -0.2564 3.9493 3.9902
H 0.0129 2.9157 1.7143
H 2.8979 -1.8032 0.1905
H 4.0715 -3.5069 1.6138
H 3.6347 -3.5987 4.0628
H 1.9414 -2.0313 5.1010
H 2.1200 2.9993 1.0794
H 3.4880 3.8715 -0.7728
C -6.2754 -3.1941 -1.4919
C -5.7983 -2.6786 -2.8614
C -4.5315 -1.8485 -2.6032
N -4.3005 -1.9030 -1.1716
C -3.1110 -1.4747 -0.6197
C -2.6807 -0.1376 -0.7896
C -1.4386 0.2158 -0.2714
N -0.6013 -0.6905 0.2453
C -1.0026 -1.9478 0.4434
C -2.2699 -2.3783 0.0601
C -5.1785 -2.8372 -0.4780
H -7.2131 -2.7049 -1.1997
H -6.4294 -4.2760 -1.4989
H -5.5380 -3.5157 -3.5110
H -6.5588 -2.0671 -3.3485
H -3.6706 -2.2767 -3.1440
H -4.6329 -0.8089 -2.9377
H -3.3051 0.6069 -1.2865
H -1.1057 1.2544 -0.2957
H -0.3058 -2.6460 0.9103
H -2.5559 -3.4222 0.2020
H -5.5903 -2.3690 0.4260
H -4.6286 -3.7279 -0.1582
*
```

4.
Below is one molecule with the formula C6H10O, with properties calculated with wB97M-V/def2-TZVPD.

Energy relative to the best compared isomer or geometry (same formula, charge and spin), eV: 3.218
Gap between HOMO and LUMO, eV: 7.521

```
! wB97M-V def2-TZVPD RIJCOSX def2/J DEFGRID3
* xyz 0 1
C 2.1988 0.0782 -0.0379
C 0.9762 -0.8477 -0.1107
C -0.1626 -0.2432 0.6461
C -1.5519 0.1270 -1.4107
O 0.0775 -0.2417 1.9434
C -1.3050 0.3244 0.0755
C -2.1851 1.1496 0.7927
H 3.0225 -0.3417 -0.6195
H 2.5302 0.2001 0.9967
H 1.9696 1.0697 -0.4424
H 1.2146 -1.8145 0.3462
H 0.6922 -1.0202 -1.1499
H -2.5215 0.5735 -1.6391
H -0.7984 0.6154 -2.0424
H -1.5893 -0.9325 -1.6912
H -0.6817 0.1948 2.3830
H -1.8874 1.2227 1.8715
*
```

5.
Below is C31H25N7O9Ti as an isolated structure at a distorted geometry, with properties calculated with wB97M-V/def2-TZVPD.

Energy relative to the best compared isomer or geometry (same formula, charge and spin), eV: 1.255
Gap between HOMO and LUMO (spin up / spin down), eV: 4.136 / 6.260

```
! wB97M-V def2-TZVPD RIJCOSX def2/J DEFGRID3
* xyz -2 3
Ti -0.3912 0.6917 -0.1935
O -3.4201 2.8891 -2.8666
C -2.5847 3.0145 -3.9153
C -3.0956 3.4516 -5.1273
C -2.3298 3.6663 -6.2316
C -1.0105 3.2351 -6.1148
C -0.4579 2.7543 -4.9113
C -1.2617 2.6521 -3.7883
C -0.6980 2.2199 -2.4375
O -1.5172 1.9642 -1.4019
N 0.5688 2.1969 -2.3421
N 1.0470 1.7011 -1.0971
C 2.0862 2.2857 -0.5382
C 2.3025 2.5572 0.7883
C 3.4217 3.3655 1.2181
C 3.4059 3.9021 2.4825
C 2.4297 3.5917 3.3903
C 1.3535 2.8701 3.0086
C 1.2869 2.3286 1.7392
O 0.1891 1.6367 1.4087
H -2.9378 2.4835 -2.1303
H -4.1628 3.6660 -5.1627
H -2.7704 4.2175 -7.1282
H -0.3676 3.3038 -6.9915
H 0.5295 2.3836 -4.8706
H 2.7526 2.8139 -1.2102
H 4.2892 3.6454 0.6000
H 4.2167 4.5781 2.8380
H 2.4501 3.9418 4.3990
H 0.5179 2.5456 3.6073
O -0.5078 -2.4415 -4.9221
C -0.4540 -2.5815 -3.7499
C -0.4969 -1.4822 -2.5756
O -0.8811 -0.3504 -2.7436
C -0.0338 -1.9418 -1.3236
C -0.0230 -3.4140 -1.4136
O 0.0262 -4.1831 -0.4403
C -0.0352 -3.8954 -2.8404
O 0.3632 -4.9383 -3.2481
O 0.2736 -1.1530 -0.2626
N 1.8045 -1.0662 3.4437
C 2.4190 -1.5892 2.3027
C 3.0039 -2.8317 2.2349
C 3.6161 -3.2308 1.0433
C 3.7223 -2.3136 0.0005
C 3.1069 -1.0870 0.1699
N 2.5701 -0.7335 1.2999
C 0.8224 -1.6753 4.1859
C 0.0667 -0.8955 5.1152
C -1.0428 -1.4809 5.6471
C -1.4142 -2.7938 5.3584
C -0.5515 -3.4762 4.5384
N 0.5388 -2.9531 4.0131
H 1.7398 -0.0548 3.3721
H 2.8542 -3.5185 3.0040
H 4.0826 -4.2217 0.9062
H 4.2739 -2.5596 -0.8859
H 3.1708 -0.2361 -0.5339
H 0.3131 0.1445 5.2648
H -1.6455 -0.9544 6.3788
H -2.3240 -3.2486 5.7168
H -0.7799 -4.5042 4.1864
C -2.3250 -2.3160 1.1249
N -3.1073 -1.9226 -0.0831
C -3.3563 -0.6034 -0.3314
N -4.3142 -0.2373 -1.2844
O -2.8543 0.3497 0.2920
H -2.9732 -2.4018 2.0225
H -1.5909 -1.5603 1.3714
H -1.8406 -3.2694 0.9584
H -3.5982 -2.6137 -0.6152
H -4.4834 -0.9465 -2.0016
H -3.9771 0.6289 -1.7167
*
```

6.
Below is one molecule with the formula C5H11N3O, with properties calculated with wB97M-V/def2-TZVPD.

Energy relative to the best compared isomer or geometry (same formula, charge and spin), eV: 3.731
Gap between HOMO and LUMO, eV: 8.155

```
! wB97M-V def2-TZVPD RIJCOSX def2/J DEFGRID3
* xyz 0 1
C -0.8140 -0.6165 -1.9904
C -0.8738 0.5712 0.2608
C 0.8073 1.0843 0.4152
C 0.6135 -0.1830 1.0280
N 1.6037 1.1047 -0.6890
N 0.4043 -0.2708 2.4204
N 1.1908 -1.3773 0.5082
C -1.4486 0.1647 -0.8852
O -1.6738 1.1483 1.2223
H -1.2762 2.0098 1.4139
H 1.6929 1.9657 -1.1989
H 2.2862 0.3723 -0.8476
H -0.3894 -0.8521 2.6660
H 0.2867 0.6440 2.8356
H 1.1622 -2.1424 1.1663
H 0.8583 -1.6453 -0.4052
H -2.4709 0.4962 -1.0367
H -1.3482 -0.4490 -2.9287
H 0.2275 -0.3255 -2.1490
H -0.8383 -1.6992 -1.8060
*
```

7.
Below is an isolated ion of composition C3H7FN3 and charge +1 at a distorted geometry, with properties calculated with wB97M-V/def2-TZVPD.

Energy relative to the best compared isomer or geometry (same formula, charge and spin), eV: 2.932
Gap between HOMO and LUMO, eV: 11.692
SMILES: [H]/N=C(\F)N1[NH2+][C@H]1C

```
! wB97M-V def2-TZVPD RIJCOSX def2/J DEFGRID3
* xyz 1 1
C 1.5130 -0.0622 1.0990
C -0.6068 0.3060 -0.2521
C -1.9440 -0.2887 -0.3933
N 1.3394 0.8129 1.8913
N 0.4445 -0.4749 0.2341
N 0.3756 -0.1806 -1.2630
F 2.6530 -0.7676 0.8723
H -0.5599 1.4803 -0.0622
H -2.3610 0.0073 -1.4132
H -2.5005 0.0949 0.4452
H -1.7525 -1.3859 -0.3380
H 2.1067 1.0155 2.5432
H 0.1452 -1.0227 -1.8590
H 1.1473 0.4655 -1.5043
*
```

8.
Below is a 2-piece molecular cluster, CH3O3PS overall at a distorted geometry, with properties calculated with wB97M-V/def2-TZVPD.

Energy relative to the best compared isomer or geometry (same formula, charge and spin), eV: 3.209
Gap between HOMO and LUMO, eV: 9.298
SMILES: O=S1#[PH]O1.C=O

```
! wB97M-V def2-TZVPD RIJCOSX def2/J DEFGRID3
* xyz 0 1
C 1.4689 0.5813 -0.0412
O -1.9285 1.5363 -0.6924
O -3.7739 0.4760 0.8044
O 0.4771 0.0941 0.4174
P -3.8486 -0.7381 -0.3643
S -2.1703 0.4669 0.2363
H 1.5884 0.7826 -1.1153
H 2.3390 0.8498 0.5785
H -3.5280 -1.8045 0.5113
*
```

Repeat the fifth record exactly.
Below is C31H25N7O9Ti as an isolated structure at a distorted geometry, with properties calculated with wB97M-V/def2-TZVPD.

Energy relative to the best compared isomer or geometry (same formula, charge and spin), eV: 1.255
Gap between HOMO and LUMO (spin up / spin down), eV: 4.136 / 6.260

```
! wB97M-V def2-TZVPD RIJCOSX def2/J DEFGRID3
* xyz -2 3
Ti -0.3912 0.6917 -0.1935
O -3.4201 2.8891 -2.8666
C -2.5847 3.0145 -3.9153
C -3.0956 3.4516 -5.1273
C -2.3298 3.6663 -6.2316
C -1.0105 3.2351 -6.1148
C -0.4579 2.7543 -4.9113
C -1.2617 2.6521 -3.7883
C -0.6980 2.2199 -2.4375
O -1.5172 1.9642 -1.4019
N 0.5688 2.1969 -2.3421
N 1.0470 1.7011 -1.0971
C 2.0862 2.2857 -0.5382
C 2.3025 2.5572 0.7883
C 3.4217 3.3655 1.2181
C 3.4059 3.9021 2.4825
C 2.4297 3.5917 3.3903
C 1.3535 2.8701 3.0086
C 1.2869 2.3286 1.7392
O 0.1891 1.6367 1.4087
H -2.9378 2.4835 -2.1303
H -4.1628 3.6660 -5.1627
H -2.7704 4.2175 -7.1282
H -0.3676 3.3038 -6.9915
H 0.5295 2.3836 -4.8706
H 2.7526 2.8139 -1.2102
H 4.2892 3.6454 0.6000
H 4.2167 4.5781 2.8380
H 2.4501 3.9418 4.3990
H 0.5179 2.5456 3.6073
O -0.5078 -2.4415 -4.9221
C -0.4540 -2.5815 -3.7499
C -0.4969 -1.4822 -2.5756
O -0.8811 -0.3504 -2.7436
C -0.0338 -1.9418 -1.3236
C -0.0230 -3.4140 -1.4136
O 0.0262 -4.1831 -0.4403
C -0.0352 -3.8954 -2.8404
O 0.3632 -4.9383 -3.2481
O 0.2736 -1.1530 -0.2626
N 1.8045 -1.0662 3.4437
C 2.4190 -1.5892 2.3027
C 3.0039 -2.8317 2.2349
C 3.6161 -3.2308 1.0433
C 3.7223 -2.3136 0.0005
C 3.1069 -1.0870 0.1699
N 2.5701 -0.7335 1.2999
C 0.8224 -1.6753 4.1859
C 0.0667 -0.8955 5.1152
C -1.0428 -1.4809 5.6471
C -1.4142 -2.7938 5.3584
C -0.5515 -3.4762 4.5384
N 0.5388 -2.9531 4.0131
H 1.7398 -0.0548 3.3721
H 2.8542 -3.5185 3.0040
H 4.0826 -4.2217 0.9062
H 4.2739 -2.5596 -0.8859
H 3.1708 -0.2361 -0.5339
H 0.3131 0.1445 5.2648
H -1.6455 -0.9544 6.3788
H -2.3240 -3.2486 5.7168
H -0.7799 -4.5042 4.1864
C -2.3250 -2.3160 1.1249
N -3.1073 -1.9226 -0.0831
C -3.3563 -0.6034 -0.3314
N -4.3142 -0.2373 -1.2844
O -2.8543 0.3497 0.2920
H -2.9732 -2.4018 2.0225
H -1.5909 -1.5603 1.3714
H -1.8406 -3.2694 0.9584
H -3.5982 -2.6137 -0.6152
H -4.4834 -0.9465 -2.0016
H -3.9771 0.6289 -1.7167
*
```